The following is a DFT calculation (ωB97M-V/def2-TZVPD) of a cluster of 13 separate species, C31H56Cl26N5OS2 in total in a non-equilibrium geometry.

Calculated total energy   -389798.446 eV
Frontier orbital gap   7.40 eV
Multiplicity   1
Maximum force   2.927 eV/Å
Charge   +1

```
121
Properties=species:S:1:pos:R:3:forces:R:3:mulliken_charge:R:1
Cl 4.306865 -6.990040 1.804262 -0.1 0.0 -0.2 -0.041
C -3.931546 5.675941 2.346741 0.1 0.0 0.0 -0.027
C 2.151078 -5.170965 3.968345 -0.3 -0.1 1.0 0.437
H -1.828154 -5.792540 4.055634 0.0 0.0 0.0 -0.213
C -0.909612 -2.802636 0.777946 0.6 0.6 -0.5 0.579
H 7.442523 -2.631848 0.929108 0.1 0.1 -0.2 0.325
C 0.340447 -3.234501 0.076203 0.2 0.5 -0.4 -0.330
Cl 1.188378 2.893745 -4.784758 0.2 0.0 0.0 -0.163
C 1.615193 2.283817 -3.183101 0.2 0.1 -0.1 -0.222
H -1.215033 2.342469 -4.531537 -0.2 0.0 -0.1 -0.480
H 6.396339 -0.622260 3.732498 -0.1 0.1 -0.1 0.280
C -9.062241 7.141454 -6.778068 0.0 0.0 -0.2 -0.425
Cl 0.222823 1.509786 -2.406119 0.2 -0.1 0.1 -0.108
H 0.988450 -3.818983 0.734239 -0.2 -0.4 -0.2 -0.033
Cl -3.334220 3.356063 -4.448655 0.5 -0.5 0.1 -0.165
H 2.174615 -4.903082 2.906701 0.2 0.0 0.1 -0.126
C -2.479198 -1.467389 1.335069 1.1 0.0 -1.0 0.483
C -5.474962 1.355845 0.844149 0.0 0.2 0.0 -1.090
H -2.515083 9.236571 -4.105275 0.0 0.1 0.0 0.265
S 5.134160 -3.084029 2.547632 0.0 -0.2 0.0 -0.076
Cl -4.024037 10.982435 -4.558876 0.0 -0.1 0.0 -0.151
H 2.063507 -1.991694 1.578875 0.3 -0.3 -0.1 0.191
H -3.334902 4.973144 1.775550 -0.1 0.0 0.1 0.023
C -1.594775 -4.803362 3.664263 1.0 0.9 -0.1 -0.295
H 1.572125 -2.223832 -1.409836 -0.1 0.0 0.1 0.605
Cl -1.443647 1.328544 0.198674 -0.3 -0.6 0.7 -0.065
Cl -3.748563 5.619797 -6.805558 0.0 0.2 -0.1 -0.139
H 5.522981 4.680206 -0.040329 0.0 -0.1 0.0 0.310
Cl 8.031306 -4.671861 4.937828 0.0 0.0 -0.1 -0.148
H 1.952519 -3.810483 5.658287 0.3 -0.1 0.2 0.430
H 2.743555 -6.078398 4.097497 0.2 0.2 -0.2 0.274
H 2.823478 -3.097543 4.336075 0.2 -0.1 0.0 0.165
Cl 2.407375 -9.184377 2.152984 0.0 -0.1 0.0 -0.161
H 4.527323 -8.910455 3.141932 -0.1 0.1 0.0 0.263
C -3.027527 0.829958 0.709777 1.0 0.1 -0.5 0.011
N -1.409864 -1.607939 0.581340 0.5 1.8 -1.2 -0.355
C 8.323531 -5.552221 3.433373 0.1 0.1 0.0 0.007
C -1.523176 -4.826473 2.121304 -1.2 0.2 1.2 -0.529
O 7.962734 0.201348 2.634179 -0.4 -0.8 0.2 -0.399
H -5.345828 7.251289 -7.396592 0.0 -0.1 -0.1 0.406
H -1.837260 5.484687 -10.745060 0.0 0.1 -0.1 0.264
H 2.414683 1.557662 -3.278965 -0.1 -0.1 -0.1 0.325
H 4.639859 -9.283724 1.407982 -0.1 0.0 -0.1 0.383
H 7.906915 -1.203288 0.015152 0.0 0.2 0.2 0.372
Cl -7.217076 4.960763 -3.100960 0.2 -0.3 0.4 -0.173
H 3.628237 -4.362994 5.325561 0.0 0.4 0.1 0.337
H 0.036015 -3.793126 -0.813685 0.0 -0.4 0.3 0.483
H -3.855508 9.286636 -2.939661 0.0 0.1 0.1 -0.007
H 0.569182 -1.108874 -0.494349 -0.1 -0.3 -0.1 0.054
S 3.868278 -2.470310 -0.067376 -0.1 0.1 0.0 -0.272
Cl -8.337251 8.518452 -7.617211 0.0 0.0 0.0 -0.145
H 0.225384 -3.631640 3.401935 -0.1 0.1 0.1 -0.125
N -2.651136 -2.610310 1.974675 -2.4 0.1 1.7 -0.468
C 5.115953 -2.156101 1.224554 -0.5 0.1 0.2 0.027
H 9.370481 -5.830135 3.388442 0.0 -0.1 0.1 0.381
H 5.856093 0.968972 1.089595 0.4 -0.3 0.5 0.345
Cl -3.386328 5.652481 4.026606 0.1 0.0 0.0 -0.160
Cl -3.803339 3.078251 -0.455674 -0.2 -0.3 0.3 -0.181
H -2.343075 -4.101763 4.051099 -0.3 -0.3 -0.4 0.343
H 0.357003 -6.261080 3.596520 0.1 -0.3 0.4 0.425
Cl -5.634906 5.218127 2.208142 0.0 0.0 -0.1 -0.149
C 0.711257 -5.534788 4.340258 -0.2 1.1 -1.2 -0.775
Cl -8.025037 6.553050 -5.468028 -1.0 0.3 0.0 -0.074
H -2.520005 1.151821 -4.324253 -0.1 0.0 -0.1 0.255
H -3.395990 -2.829333 2.619391 0.3 -0.5 0.1 0.235
C 1.171604 -2.014202 -0.415763 0.4 0.0 0.5 -1.009
C 4.855783 4.305170 0.727349 0.1 0.2 0.1 -0.409
Cl -3.793969 -8.234711 4.303985 0.0 0.0 0.0 -0.161
C -2.209348 2.049042 -4.848636 0.1 -0.1 0.0 0.469
Cl -2.117951 10.758107 -2.354003 0.0 -0.1 0.0 -0.173
H -2.320500 -5.453640 1.712678 0.2 0.1 -0.3 0.220
H -4.010157 -0.389939 2.058401 0.1 0.1 0.0 0.314
C 8.235065 -1.120651 2.187084 0.7 0.0 0.0 -0.286
C 2.332401 -1.700545 0.556058 0.0 0.6 0.1 -0.407
Cl -1.492508 -7.905421 6.076754 0.0 -0.1 0.0 -0.107
C -3.141496 9.880562 -3.497680 0.0 -0.1 -0.1 0.059
H 4.367199 5.130696 1.232141 -0.1 -0.1 0.0 0.321
H 8.073496 -1.823045 3.019578 -0.2 0.1 -0.1 0.218
Cl 3.620007 3.289983 -0.035537 -0.1 0.0 0.0 -0.099
C -4.052580 1.605987 0.443145 -1.1 0.8 -0.4 0.443
N -3.227607 -0.369265 1.422664 -0.1 -0.1 0.7 -0.183
H -9.212421 6.337180 -7.489994 0.1 0.0 0.0 0.288
C -5.459390 5.147841 -3.103235 0.0 -0.1 0.0 0.493
C 4.112389 -8.708166 2.160222 0.1 0.0 0.0 -0.442
H -5.068181 4.807727 -2.149920 -0.1 0.1 0.0 -0.067
Cl -4.981154 6.832796 -3.347744 0.0 0.0 0.0 -0.073
Cl 5.801771 3.393986 1.907777 0.0 0.4 0.0 -0.087
H -2.832444 6.122435 -9.416545 0.0 0.1 0.0 -0.227
C -2.190073 6.381954 -10.249242 -0.1 -0.1 0.0 0.268
H 0.590008 -5.940606 5.344936 0.2 -0.1 -0.1 0.138
N -1.673615 -3.448117 1.629999 1.2 -2.2 -0.1 0.367
H -6.111295 1.384222 -0.042156 0.0 0.1 0.1 0.343
H -5.641416 0.401719 1.347138 0.1 0.0 -0.1 0.260
H 8.072605 -4.907004 2.597630 -0.1 0.0 0.1 -0.109
H 6.412007 1.166275 3.488729 -0.2 -0.2 0.1 0.403
H 4.707511 0.077155 2.053109 0.1 0.0 -0.2 0.270
N 6.014763 -1.115166 0.943844 0.6 -0.5 0.1 0.073
H 9.305642 -1.164035 1.963998 -0.1 0.0 -0.1 0.358
H 1.939210 3.116426 -2.568578 -0.1 0.0 0.0 0.168
H -3.807716 6.678019 1.951583 -0.1 0.0 0.1 0.312
H -0.545816 -5.158210 1.777604 -0.1 -0.1 0.0 0.339
Cl -6.168293 5.295600 -8.422089 0.0 0.0 0.0 -0.172
C 5.765121 0.094503 1.749584 -1.5 0.2 -0.1 -0.330
C 2.689338 -4.034185 4.881813 -0.4 -0.4 -0.5 -1.371
C -0.213352 -4.294061 4.159974 -0.3 -1.1 0.3 -0.065
H -3.367983 -9.297319 6.362252 0.0 0.1 0.0 0.322
C -2.757851 -9.004643 5.515439 0.0 -0.1 0.1 -0.325
H -0.314643 -3.720625 5.082913 0.1 0.0 -0.1 0.514
H 2.505929 -0.621981 0.589953 0.0 -0.1 -0.1 0.479
Cl -0.796063 7.276317 -9.629690 0.0 -0.1 0.1 -0.158
H -5.780872 2.146302 1.535608 -0.1 0.0 -0.2 0.220
Cl 7.339066 -7.017621 3.332897 0.2 0.0 0.0 -0.128
C 6.583869 0.192538 3.025577 0.8 0.9 -0.9 -0.722
H -5.045528 4.548781 -3.911022 -0.5 0.4 0.2 -0.106
H -2.291051 -9.876734 5.072045 0.0 0.1 -0.1 0.277
Cl -2.181148 1.717445 -6.581957 0.0 0.0 0.0 -0.160
H -10.011911 7.450092 -6.355778 0.1 0.1 0.1 0.353
C 7.436855 -1.537699 0.944275 0.0 -0.3 0.3 -0.725
H -5.982508 6.082309 -6.213329 0.4 -0.1 -0.4 -0.652
C -5.392811 6.203461 -7.117852 0.1 0.0 0.1 0.606
Cl -3.119354 7.344026 -11.404439 0.0 0.0 0.0 -0.156
```
Forces are in eV/Å.


The following is a DFT calculation (ωB97M-V/def2-TZVPD) of a cluster of 2 separate species, C31H56F3N4O4 in total in a non-equilibrium geometry.

Calculated total energy   -55351.766 eV
Frontier orbital gap   8.26 eV
Multiplicity   1
Maximum force   1.556 eV/Å
Charge   +1

```
98
Properties=species:S:1:pos:R:3:forces:R:3:mulliken_charge:R:1
H 0.960236 -2.061076 -0.947771 0.3 0.0 -0.1 0.643
H -0.586700 -2.924272 2.999878 -0.2 0.1 0.1 0.230
F 6.589317 -1.027668 -4.960501 0.1 0.0 0.0 -0.256
C 2.348848 -4.695100 3.582646 0.2 0.0 0.4 -0.438
H -5.882889 2.886741 -0.649489 -0.1 -0.1 -0.3 0.362
C 3.472559 -3.721842 3.272315 0.0 -0.2 -0.2 -1.007
H 1.626205 -3.437511 0.996155 0.2 0.1 -0.1 0.311
H -1.215304 1.690865 5.258403 -0.3 0.0 0.1 0.344
H -4.320196 -2.787285 0.569471 0.2 -0.1 0.5 0.761
H 0.429979 -4.616618 1.397726 0.0 -0.2 0.0 0.488
H -1.489647 0.630782 -1.529237 0.0 0.3 -0.2 0.859
H -1.115768 3.656703 -0.721906 0.4 -0.1 -0.1 0.649
H -1.514858 -2.357709 -1.793118 0.0 -0.2 0.0 0.788
H -3.497572 -0.026396 3.708021 -0.2 -0.1 0.1 0.667
H -0.853949 0.386125 4.152327 0.0 -0.3 0.0 0.350
C -5.549097 2.716225 0.365839 0.4 0.1 0.6 -1.427
H -4.970193 -0.480861 -1.062312 -0.1 0.2 -0.2 0.171
C -5.054850 -1.558422 -1.000662 0.7 0.5 0.2 -0.241
H -2.826256 -0.359176 -1.965430 -0.3 -0.1 0.0 0.373
H -0.467523 1.582549 -0.292161 0.1 0.0 -0.1 0.543
H -3.276600 3.910307 -1.199708 -0.1 0.0 -0.3 0.578
H 0.450582 1.211910 2.081847 0.0 -0.1 -0.1 -0.569
N -1.093600 1.919808 0.418702 -0.5 0.1 -0.5 0.202
C 0.054319 -1.754890 -0.435914 -0.4 -0.6 0.0 0.273
C 2.360014 2.019904 2.262460 -0.5 0.3 -0.7 -0.932
H 5.609495 4.123296 -6.983008 0.0 0.0 0.0 0.371
N -4.901905 -1.211609 -3.461094 -0.2 0.2 0.8 -0.456
C -0.912508 1.466614 4.242167 0.6 0.3 -0.1 -0.911
C -3.895502 -2.075596 -0.119323 -1.0 -0.5 -0.2 -1.039
H 2.287850 -5.456872 2.812268 -0.2 0.0 -0.3 0.299
O -5.123412 -3.364562 -2.562493 0.1 1.5 0.4 -0.512
H -1.687916 3.895990 0.888029 0.0 0.1 0.3 0.311
H 0.450051 2.950064 2.047866 -0.1 0.1 -0.1 0.112
N -3.294751 -1.002581 0.676077 0.1 -0.3 0.3 1.371
H -2.830015 2.306231 3.767342 -0.2 0.2 0.0 0.976
H 1.097850 -3.502910 4.801312 -0.1 0.1 0.2 0.444
C -1.993707 -0.286794 -1.276487 0.5 -0.6 0.2 -1.339
H 0.939959 -2.089642 2.975903 0.2 0.3 -0.2 0.168
H 3.910622 2.277287 -6.789463 0.0 -0.1 0.2 0.314
H 2.904751 1.546237 3.073191 0.3 -0.1 0.1 0.361
H -3.841692 3.167129 1.620561 0.1 -0.3 0.2 0.018
H 4.793002 0.363005 -1.070941 0.2 0.0 0.0 0.363
H -0.565094 -3.755055 -0.342751 -0.3 -0.1 -0.2 0.376
C -5.024926 -2.164022 -2.382777 -0.3 -1.3 -0.7 0.194
O 5.334281 0.814803 -6.374448 0.0 -0.1 0.0 -0.328
C 0.996543 -4.045057 3.862088 0.4 0.2 0.1 -1.251
H 5.706361 3.351245 -5.394892 -0.1 0.0 0.0 0.303
O 2.493061 1.284650 1.052200 -0.1 0.1 0.1 -0.087
H 6.896814 2.958074 -6.629952 0.0 0.0 -0.1 0.308
C -0.398532 -2.966228 0.386437 0.6 0.0 -0.1 -0.800
O 4.109066 1.263930 -4.538836 -0.1 0.0 0.2 -0.511
C -2.336874 0.976304 2.237741 0.0 0.4 0.0 -0.084
C 3.724694 1.528732 0.406331 0.2 -0.6 -0.5 -0.438
H 3.441218 1.250722 -1.730447 -0.1 0.1 -0.2 0.308
H 0.279028 -4.839343 4.051242 -0.3 -0.1 -0.1 0.317
F 4.603082 -1.780197 -5.350379 -0.1 0.0 -0.1 -0.268
H 2.631413 -5.228008 4.487928 0.0 -0.3 0.1 0.422
C 5.846049 3.195438 -6.464374 0.1 -0.1 0.2 -1.088
C 5.295635 -0.828935 -4.714291 0.2 -0.2 0.1 0.878
H 3.161887 -0.183397 -0.773652 -0.1 -0.2 0.2 0.084
C 4.835825 0.562787 -5.180102 0.0 0.2 -0.2 0.367
N -3.699466 -0.992732 1.946959 0.4 0.2 -0.3 -1.291
H 5.097369 1.937995 -8.041637 0.1 -0.2 0.0 0.315
C -4.207865 3.390653 0.624903 -0.4 0.2 -0.6 -0.044
C -1.928364 0.938160 0.925474 -0.2 -0.5 0.0 -0.247
C -1.935188 2.024129 3.222090 -0.1 -0.4 0.4 -1.609
H -5.999901 -1.764617 -0.515093 -0.2 -0.2 0.0 0.503
H -5.638505 -1.370581 -4.134169 0.1 -0.2 -0.3 0.306
H -3.365738 2.191264 -1.003739 0.1 -0.3 0.0 0.291
H -3.998082 -1.296724 -3.904500 0.0 -0.1 -0.3 0.222
H 3.174888 -3.049003 2.478545 0.1 0.4 -0.1 0.108
C 0.488788 2.053359 4.035931 -0.4 0.2 -0.7 -1.045
H 0.471285 3.074464 4.406549 0.3 0.1 0.4 0.296
C -0.985795 -1.450723 -1.523674 0.2 0.8 -0.2 -1.766
H 4.357898 -4.239671 2.917459 0.1 -0.2 0.0 0.331
H 4.555431 1.229132 1.044207 0.1 0.2 0.3 0.312
H 2.733215 3.025998 2.072174 0.4 0.1 0.3 0.351
C 0.616479 -3.544743 1.374469 -0.5 -0.2 0.2 -1.053
H -4.396475 4.460542 0.626447 0.1 0.3 0.1 0.498
H -5.479406 1.654546 0.591817 -0.1 -0.3 -0.2 0.217
H 1.206721 1.435627 4.564161 0.1 0.1 0.4 0.420
H 0.341355 -0.905575 0.180203 -0.1 0.3 0.1 0.008
F 5.093436 -0.973386 -3.408241 -0.1 0.0 0.1 -0.191
H -1.351653 -2.778343 0.880958 -0.1 0.0 0.2 0.018
H -1.561191 2.904071 2.721538 0.1 0.1 0.0 0.271
C 4.964877 2.075221 -6.971247 0.0 0.5 -0.3 -0.213
H 3.772495 -3.168906 4.155001 -0.1 0.3 0.1 0.336
H -6.286555 3.136413 1.039274 -0.3 0.0 0.1 0.434
C -3.192755 -0.031795 2.672851 -0.5 -0.2 0.4 -0.510
C 0.479417 -3.057709 2.808914 -0.2 -0.3 0.2 0.078
H -0.447697 -1.144627 -2.414547 0.0 0.0 -0.3 0.570
H 3.824603 2.578369 0.133756 0.0 0.3 0.3 0.351
C -2.432670 -0.142051 0.142894 0.3 0.5 -0.2 0.709
H -3.153021 -2.622469 -0.679867 0.3 0.2 -0.2 0.299
C 0.874553 2.094216 2.554565 0.3 -0.7 0.6 1.224
C -3.169566 3.116699 -0.469095 0.2 0.6 0.6 -0.801
C -1.727305 3.207443 0.050014 -0.1 -0.2 -0.4 -1.038
C 3.785627 0.700527 -0.861898 -0.2 0.0 -0.2 -0.932
```
Forces are in eV/Å.